Entry 1:
{
  "formula": "C9H40O11",
  "method": "ωB97M-V/def2-TZVPD",
  "symbols": ["O", "H", "H", "H", "O", "H", "C", "O", "H", "H", "H", "H", "C", "O", "H", "H", "H", "H", "C", "O", "H", "H", "H", "H", "C", "O", "H", "H", "H", "H", "C", "O", "H", "H", "H", "H", "C", "O", "H", "H", "H", "H", "C", "O", "H", "H", "H", "H", "C", "O", "H", "H", "H", "H", "C", "O", "H", "H", "H", "H"],
  "positions_angstrom": [[-33.923, -8.883, 17.384], [-33.160, -8.887, 16.882], [-34.659, -9.041, 16.726], [-33.871, -9.741, 17.915], [-34.282, -11.311, 18.591], [-34.646, -12.164, 18.330], [-32.557, -11.780, 14.622], [-32.980, -10.859, 13.642], [-31.573, -11.920, 14.577], [-32.756, -12.916, 14.512], [-32.963, -11.289, 15.513], [-32.601, -11.242, 12.877], [-35.770, -5.602, 17.816], [-36.915, -5.067, 18.158], [-35.747, -6.663, 17.780], [-35.058, -5.452, 18.584], [-35.376, -5.102, 16.799], [-37.188, -5.703, 18.753], [-37.662, -10.689, 18.891], [-36.614, -9.823, 18.980], [-38.535, -10.298, 19.296], [-37.620, -11.423, 19.625], [-37.904, -11.016, 17.972], [-35.714, -10.272, 18.907], [-36.094, -9.217, 14.369], [-34.991, -9.698, 15.060], [-36.553, -9.947, 13.613], [-35.792, -8.617, 13.531], [-36.770, -8.808, 15.021], [-34.192, -10.079, 14.614], [-33.979, -12.001, 22.014], [-35.035, -11.692, 21.136], [-34.396, -12.030, 23.013], [-33.198, -11.414, 21.958], [-33.642, -13.059, 21.759], [-34.544, -11.535, 20.197], [-32.903, -8.842, 20.550], [-32.300, -9.967, 19.936], [-33.951, -9.082, 20.670], [-32.653, -7.880, 19.923], [-32.303, -8.641, 21.487], [-32.902, -10.722, 19.694], [-31.588, -13.299, 19.141], [-32.017, -12.764, 17.891], [-30.527, -13.012, 19.462], [-31.634, -14.333, 19.137], [-32.169, -12.979, 20.011], [-32.839, -12.459, 18.159], [-32.481, -6.927, 14.538], [-32.880, -6.667, 15.860], [-32.721, -6.094, 13.920], [-33.064, -7.889, 14.273], [-31.452, -6.895, 14.445], [-32.489, -5.847, 16.006], [-30.250, -8.417, 17.416], [-31.118, -9.487, 17.049], [-29.598, -8.928, 17.900], [-30.671, -7.785, 18.069], [-29.800, -7.989, 16.511], [-30.567, -10.172, 16.944]],
  "atomic_forces_ev_per_a": [[-3.197, -0.458, 1.860], [3.684, 0.390, -1.915], [0.083, -0.117, -0.252], [-0.352, -0.904, 0.413], [0.458, 0.519, 0.113], [-0.334, 0.295, -0.202], [-3.364, -1.157, 1.313], [-0.294, -0.462, -0.163], [4.523, 0.684, 0.543], [-1.415, 1.764, -0.023], [0.690, -1.259, 0.537], [0.145, 0.204, -1.951], [4.926, 0.640, -3.796], [-3.163, 2.691, -0.608], [-0.437, -1.338, -0.904], [1.571, 0.744, 0.766], [-0.682, -1.372, 2.188], [-2.210, -1.439, 2.358], [0.423, 0.486, 2.433], [2.419, 1.563, -0.394], [-1.821, 2.024, 0.301], [0.954, -2.468, 0.904], [-0.468, -1.493, -3.482], [-1.525, -0.150, 0.132], [1.226, -2.351, -4.686], [1.243, -0.458, 1.956], [-0.059, -0.242, 1.927], [0.404, 1.819, 0.249], [-1.600, 1.018, 1.370], [-1.576, 0.598, -0.710], [-4.004, -4.975, 0.014], [1.624, 0.970, -2.445], [0.139, 0.048, 0.341], [3.964, 3.330, -0.257], [-0.026, 0.904, 0.604], [-1.993, -0.387, 1.947], [1.963, 0.801, -0.478], [0.473, -0.788, -0.531], [-0.354, 0.783, 0.453], [-1.032, -1.656, 0.760], [-1.218, -0.294, -0.469], [0.238, 1.375, 0.164], [1.991, 1.703, 1.000], [2.811, -1.254, 0.318], [-1.174, -0.168, -0.975], [-0.011, -2.254, -0.155], [-0.377, 0.290, -0.371], [-2.852, 1.833, -0.034], [-2.879, -1.650, -0.249], [-0.700, -1.566, 0.129], [-1.140, 0.513, -0.916], [1.549, 1.554, -0.218], [2.462, -1.230, -0.062], [0.718, 2.252, 1.289], [-1.863, -0.405, -5.043], [-4.150, 4.204, -0.146], [5.237, -2.389, 3.441], [-1.942, 2.593, 1.890], [-0.207, 0.461, 0.348], [2.503, -4.371, -0.624]],
  "orbital_gap_ha": 0.32909,
  "e_lumo_ha": 0.0055,
  "total_energy_ev": -32494.514
}

=====

Entry 2:
{
  "formula": "C9H44F3NO21S",
  "method": "ωB97M-V/def2-TZVPD",
  "symbols": ["O", "F", "F", "F", "S", "C", "C", "C", "C", "C", "C", "C", "C", "C", "N", "H", "H", "H", "H", "O", "H", "H", "O", "H", "H", "O", "H", "H", "O", "H", "H", "O", "H", "H", "O", "H", "H", "O", "H", "H", "O", "H", "H", "O", "H", "H", "O", "H", "H", "O", "H", "H", "O", "H", "H", "O", "H", "H", "O", "H", "H", "O", "H", "H", "O", "H", "H", "O", "H", "H", "O", "H", "H", "O", "H", "H", "O", "H", "H"],
  "positions_angstrom": [[0.298, 1.271, 1.379], [-1.160, 2.319, -3.241], [-4.447, -0.895, -1.669], [-3.694, 1.151, -3.617], [0.579, -2.171, 0.090], [0.599, 0.133, 1.178], [1.532, -1.903, 1.527], [1.497, -0.672, 1.947], [-0.640, 0.750, -1.555], [-2.287, -0.827, -0.785], [-1.556, 1.253, -2.495], [-3.213, -0.366, -1.742], [-2.806, 0.689, -2.665], [-1.092, -0.206, -0.665], [-0.161, -0.685, 0.325], [2.043, -2.690, 1.967], [2.019, -0.251, 2.762], [0.266, 1.210, -1.459], [-2.639, -1.465, 0.011], [1.377, 0.445, -4.130], [1.343, -0.558, -4.255], [1.738, 0.635, -3.204], [-6.965, -0.376, -0.377], [-6.385, -1.205, -0.394], [-6.950, 0.037, -1.301], [2.526, 0.788, -1.571], [3.008, 0.824, -0.682], [3.202, 0.553, -2.286], [-6.939, 0.846, -2.870], [-7.902, 0.668, -3.124], [-6.350, 0.543, -3.635], [4.816, -1.462, 1.829], [4.458, -0.716, 1.247], [4.524, -2.343, 1.427], [-3.034, 1.622, -6.159], [-3.605, 0.794, -6.270], [-3.177, 2.214, -6.967], [2.203, -5.272, 2.790], [2.475, -6.182, 3.138], [2.382, -4.591, 3.515], [4.430, -3.894, 0.658], [4.577, -4.814, 1.053], [3.828, -3.990, -0.149], [2.253, 3.495, -2.081], [2.801, 3.979, -1.382], [2.329, 2.501, -1.910], [0.994, 4.739, -3.984], [1.689, 4.199, -3.483], [0.953, 4.395, -4.935], [-0.423, -3.262, 3.428], [-1.030, -3.912, 2.945], [-0.157, -3.678, 4.311], [4.254, 0.938, 0.608], [5.220, 1.094, 0.349], [3.969, 1.685, 1.227], [0.801, 3.923, 1.797], [0.511, 2.962, 1.674], [1.475, 4.145, 1.075], [-2.179, 3.105, 0.651], [-1.611, 2.269, 0.711], [-3.143, 2.843, 0.808], [3.139, -3.375, 4.540], [2.653, -2.547, 4.858], [3.233, -4.007, 5.325], [3.197, 2.793, 3.338], [2.334, 3.055, 2.879], [3.040, 2.808, 4.337], [-0.545, 4.707, -1.421], [0.216, 4.430, -2.027], [-0.892, 3.881, -0.952], [2.433, -0.899, 5.411], [2.180, 0.066, 5.578], [2.528, -1.359, 6.307], [-3.576, -1.279, 2.561], [-3.540, -2.280, 2.418], [-2.799, -1.017, 3.153], [-3.949, -3.892, -2.514], [-4.425, -3.386, -3.249], [-4.649, -4.329, -1.928]],
  "atomic_forces_ev_per_a": [[-0.565, 2.907, -0.004], [-0.692, -1.324, 0.538], [0.488, 0.550, -0.878], [1.125, -0.663, 1.507], [0.086, -1.025, 0.810], [-1.557, -1.988, 0.027], [-0.472, -1.141, -1.686], [-0.106, 1.328, -0.163], [-3.524, -0.114, -0.559], [-2.610, 0.468, -0.334], [1.248, 0.671, -0.309], [1.767, 0.941, -0.121], [-2.291, -1.302, 0.517], [2.589, 0.139, -0.280], [0.546, 0.798, -0.356], [0.997, -1.432, 0.467], [0.531, 0.201, 0.739], [2.189, 0.994, 0.201], [-0.030, -0.305, -0.152], [0.719, -1.461, 1.134], [0.147, 2.200, 0.600], [-1.301, -0.840, -2.018], [0.846, -1.163, -1.040], [-1.259, 2.053, -0.235], [0.430, -0.946, 1.559], [1.755, -0.348, -0.337], [-0.143, -0.209, -1.342], [-0.882, 0.362, 1.880], [-0.825, -0.825, -1.957], [2.152, 0.338, 0.206], [-1.416, 0.630, 1.570], [-1.058, -0.007, -1.535], [0.598, -1.736, 1.294], [0.637, 1.715, 0.656], [-1.239, -0.415, -1.783], [1.170, 2.006, -0.074], [0.117, -1.556, 1.654], [0.592, -1.175, 1.422], [-0.573, 2.157, -0.574], [0.003, -1.092, -1.135], [-0.822, -2.055, -1.086], [-0.652, 1.952, -0.935], [1.296, -0.137, 1.851], [1.527, -0.514, 1.968], [-1.188, -1.163, -1.550], [0.013, 1.601, -0.022], [0.949, -1.223, -1.532], [-1.214, 0.838, -1.185], [0.180, 0.602, 2.245], [-0.747, -1.676, 0.775], [1.501, 1.128, 1.309], [-0.781, 0.582, -2.089], [0.980, 1.932, 0.195], [-2.005, -0.099, 0.729], [0.849, -1.404, -0.811], [1.457, -1.043, -0.973], [0.613, 1.739, -0.195], [-1.817, -0.608, 1.296], [-0.754, -1.934, 0.286], [-1.365, 1.469, 0.094], [2.208, 0.273, -0.381], [-0.720, -0.358, 2.122], [0.977, -1.437, -0.795], [-0.189, 1.593, -1.476], [-1.372, 0.088, 0.978], [1.066, -0.061, 1.130], [0.120, 0.118, -2.387], [0.826, -1.918, -0.016], [-1.860, 0.363, 1.135], [0.737, 1.776, -0.965], [-0.366, 0.868, 2.129], [0.500, -2.198, -0.171], [-0.232, 1.580, -1.570], [1.396, -1.311, 0.645], [0.219, 2.231, 0.615], [-1.540, -0.968, -1.292], [-1.999, 0.078, -0.246], [0.734, -1.219, 1.808], [1.285, 1.127, -1.541]],
  "orbital_gap_ha": 0.30749,
  "e_lumo_ha": -0.0160,
  "total_energy_ev": -73519.264
}

=====

Entry 3:
{
  "formula": "C9H48NO16",
  "method": "ωB97M-V/def2-TZVPD",
  "symbols": ["C", "C", "C", "C", "C", "C", "N", "O", "C", "C", "C", "H", "H", "H", "H", "H", "H", "H", "H", "H", "H", "H", "H", "H", "H", "H", "H", "H", "H", "O", "H", "H", "O", "H", "H", "O", "H", "H", "O", "H", "H", "O", "H", "H", "O", "H", "H", "O", "H", "H", "O", "H", "H", "O", "H", "H", "O", "H", "H", "O", "H", "H", "O", "H", "H", "O", "H", "H", "O", "H", "H", "O", "H", "H"],
  "positions_angstrom": [[7.072, 26.673, 26.429], [6.501, 25.768, 25.327], [7.089, 24.398, 25.790], [6.465, 23.224, 25.093], [5.002, 23.217, 25.242], [4.357, 24.504, 24.843], [5.005, 25.740, 25.329], [4.324, 26.990, 25.006], [2.881, 24.423, 25.410], [4.136, 24.515, 23.292], [7.145, 26.221, 23.997], [6.869, 27.735, 26.296], [8.141, 26.463, 26.444], [6.603, 26.510, 27.400], [7.204, 24.335, 26.872], [8.140, 24.428, 25.501], [6.968, 22.305, 25.394], [6.673, 23.292, 24.025], [4.720, 23.027, 26.277], [4.665, 22.456, 24.538], [2.172, 25.162, 25.036], [2.949, 24.437, 26.498], [2.522, 23.410, 25.229], [5.123, 24.592, 22.836], [3.711, 25.424, 22.863], [3.793, 23.593, 22.824], [6.888, 25.680, 23.086], [7.039, 27.296, 23.854], [8.214, 26.053, 24.129], [-1.370, 21.693, 30.218], [-1.072, 22.576, 30.436], [-0.736, 21.377, 29.574], [7.137, 20.081, 31.336], [6.621, 19.731, 30.610], [7.238, 19.342, 31.937], [10.796, 23.769, 31.173], [10.232, 23.066, 30.849], [11.499, 23.830, 30.526], [5.807, 33.948, 28.945], [5.706, 33.466, 28.124], [6.154, 33.302, 29.560], [5.706, 18.844, 20.299], [6.084, 19.654, 20.641], [5.880, 18.876, 19.359], [5.096, 33.083, 24.090], [4.712, 32.217, 23.957], [5.699, 33.194, 23.355], [2.785, 26.960, 30.162], [3.302, 26.477, 30.807], [3.354, 27.021, 29.395], [3.179, 16.271, 23.267], [3.938, 16.256, 23.849], [3.522, 16.593, 22.433], [8.221, 27.191, 33.255], [8.915, 26.762, 32.753], [7.434, 26.684, 33.057], [-3.126, 25.145, 21.548], [-2.172, 25.178, 21.486], [-3.372, 25.998, 21.907], [-0.355, 29.181, 23.139], [-0.603, 29.799, 23.826], [0.484, 28.824, 23.428], [9.538, 21.255, 20.073], [9.481, 21.981, 19.452], [10.074, 21.594, 20.790], [1.204, 18.682, 27.664], [1.885, 18.971, 27.056], [0.757, 17.972, 27.202], [4.730, 27.190, 18.254], [4.696, 27.155, 19.210], [4.450, 26.319, 17.972], [-0.210, 30.274, 28.503], [0.470, 29.703, 28.144], [-0.515, 30.784, 27.753]],
  "atomic_forces_ev_per_a": [[-0.730, 0.938, -0.151], [-1.204, -0.152, 0.377], [0.627, 0.453, -1.059], [1.339, 0.120, -0.101], [-0.092, -0.493, 0.275], [-2.794, 2.205, -1.363], [0.304, -0.303, 1.134], [1.126, -1.669, -0.116], [1.077, -0.394, 0.467], [1.979, 0.339, -0.657], [0.732, 0.027, 0.344], [0.225, 0.100, -0.590], [0.145, 0.351, 0.356], [0.095, -0.674, 0.025], [-0.931, -0.204, 0.187], [0.303, 0.056, -0.242], [-0.231, -0.320, 0.239], [0.225, 0.217, -0.242], [-0.082, -0.414, 0.084], [-0.692, -0.320, 0.468], [0.364, 0.049, 0.018], [-0.076, 0.554, 0.204], [-0.261, -0.115, -0.513], [0.550, -0.107, -0.015], [-0.752, -0.111, 0.596], [-0.815, -0.051, 0.345], [-0.432, 0.002, 0.179], [-0.424, -0.093, -0.118], [0.363, 0.079, -0.119], [-0.219, -0.118, 0.143], [0.058, 0.241, 0.046], [0.175, -0.140, -0.207], [0.138, 0.192, 0.039], [-0.160, -0.019, -0.226], [0.036, -0.154, 0.182], [0.023, 0.139, 0.232], [-0.230, -0.185, -0.057], [0.169, 0.064, -0.159], [-0.008, 0.268, 0.090], [-0.063, -0.109, -0.281], [0.066, -0.160, 0.165], [-0.167, -0.247, 0.104], [0.127, 0.235, 0.147], [0.048, -0.009, -0.216], [-0.044, 0.244, 0.161], [-0.111, -0.306, 0.028], [0.158, 0.026, -0.154], [-0.238, 0.098, 0.176], [0.099, -0.112, 0.132], [0.138, 0.000, -0.397], [-0.242, -0.129, 0.104], [0.179, 0.008, 0.145], [0.081, 0.153, -0.259], [0.010, 0.207, 0.198], [0.214, -0.128, -0.153], [-0.203, -0.101, -0.056], [-0.208, -0.197, -0.113], [0.269, -0.005, 0.012], [-0.042, 0.216, 0.111], [-0.234, 0.014, -0.221], [-0.059, 0.127, 0.146], [0.332, -0.198, 0.075], [-0.095, -0.257, -0.073], [-0.047, 0.189, -0.159], [0.101, 0.068, 0.234], [-0.040, 0.050, 0.272], [0.178, 0.148, -0.164], [-0.144, -0.167, -0.111], [0.082, 0.164, -0.227], [-0.003, 0.034, 0.324], [-0.077, -0.198, -0.063], [-0.165, 0.086, 0.190], [0.249, -0.237, -0.023], [-0.070, 0.135, -0.149]],
  "orbital_gap_ha": 0.14534,
  "e_lumo_ha": 0.0657,
  "charge": -1,
  "total_energy_ev": -44359.235
}

=====

no.,M (g/mol),HOMO level (eV)
1,324.4,-8.806
2,591.5,-8.802
3,426.5,-2.167